(i)
Density functional theory data (ωB97M-V/def2-TZVPD) for a 2-piece molecular cluster, F3HN2 overall.

Geometry as XYZ:
```
6
F3HN2 ωB97M-V/def2-TZVPD
N -0.16 -1.51 -0.20
N 2.41 0.26 -0.47
F 0.06 -1.01 1.03
F 1.93 0.38 0.80
F 3.44 -0.59 -0.33
H -1.10 -1.23 -0.42
```

For the molecular weight, the calculation gives 86.0 g mol⁻¹. As for the HOMO-LUMO gap (spin up / spin down): 10.325 / 10.221 eV.



(ii)
Density functional theory data (ωB97M-V/def2-TZVPD) for a 2-piece molecular cluster, F3HN2 overall.

Geometry as XYZ:
```
6
F3HN2 ωB97M-V/def2-TZVPD
F -0.69 1.26 0.44
N 0.60 0.92 0.45
N 0.71 -0.34 0.43
F 2.09 -0.67 0.48
F -1.14 -0.78 -1.26
H -1.58 -0.39 -0.54
```

The SMILES is F/N=N/F.F. For the molecular weight, the calculation gives 86.0 g mol⁻¹. As for the HOMO-LUMO gap: 12.151 eV.



Which of them is the least stable? Correct choice: (i).



(i)
Density functional theory data (ωB97M-V/def2-TZVPD) for one molecule with the formula C5H7N.

Geometry as XYZ:
```
13
C5H7N ωB97M-V/def2-TZVPD
C -2.81 0.55 -1.02
C -1.73 0.12 -0.70
C -0.36 -0.30 -0.45
C 0.11 -1.20 0.65
N 0.31 0.23 0.72
C 1.64 0.75 0.47
H -3.75 0.95 -1.31
H 0.23 -0.37 -1.36
H 0.96 -1.83 0.40
H -0.58 -1.62 1.38
H 1.54 1.78 0.10
H 2.21 0.17 -0.28
H 2.21 0.77 1.40
```

The SMILES is C#C[C@@H]1CN1C. For the molecular weight, the calculation gives 81.1 g mol⁻¹. As for the HOMO-LUMO gap: 10.512 eV.



(ii)
Density functional theory data (ωB97M-V/def2-TZVPD) for one molecule with the formula C5H7N.

Geometry as XYZ:
```
13
C5H7N ωB97M-V/def2-TZVPD
C 1.80 0.10 -0.12
C 0.31 0.03 0.00
C -0.69 1.06 0.40
C -2.07 0.42 0.48
C -1.80 -0.82 -0.01
N -0.40 -1.04 -0.24
H 2.28 -0.04 0.86
H 2.22 -0.65 -0.80
H 2.11 1.08 -0.48
H -0.36 1.77 1.16
H -0.95 1.66 -0.49
H -2.46 -1.66 -0.21
H 0.00 -1.92 -0.56
```

For the molecular weight, the calculation gives 81.1 g mol⁻¹. As for the HOMO-LUMO gap: 7.835 eV.



(iii)
Density functional theory data (ωB97M-V/def2-TZVPD) for one molecule with the formula C5H7N.

Geometry as XYZ:
```
13
C5H7N ωB97M-V/def2-TZVPD
C -1.37 -1.34 -0.76
C 1.52 -0.38 0.95
C -0.29 -0.64 -1.06
N -0.01 0.69 -0.66
C -0.41 1.10 0.61
C 1.09 0.83 0.33
H -2.15 -0.95 -0.12
H -1.49 -2.35 -1.13
H 2.53 -0.23 1.38
H 0.51 -1.04 -1.69
H -0.94 0.41 1.26
H -0.66 2.16 0.72
H 1.69 1.73 0.17
```

For the molecular weight, the calculation gives 81.1 g mol⁻¹. As for the HOMO-LUMO gap: 8.120 eV.



Which of them is the least stable? Correct choice: (iii).



(i)
Density functional theory data (ωB97M-V/def2-TZVPD) for one molecule with the formula C5H7N.

Geometry as XYZ:
```
13
C5H7N ωB97M-V/def2-TZVPD
C 1.37 -0.95 -0.35
C 1.03 0.11 0.70
N -1.16 0.39 1.52
C -0.48 0.36 0.38
C 0.28 -1.23 0.41
C -0.63 0.67 -1.11
H 2.10 -1.77 -0.35
H 1.63 1.00 0.63
H -1.95 1.03 1.42
H -0.21 -1.64 1.30
H 0.33 1.06 -1.45
H -1.53 1.22 -1.42
H -0.78 -0.26 -1.69
```

For the molecular weight, the calculation gives 81.1 g mol⁻¹. As for the HOMO-LUMO gap: 6.356 eV.



(ii)
Density functional theory data (ωB97M-V/def2-TZVPD) for C5H7N as an isolated structure.

Geometry as XYZ:
```
13
C5H7N ωB97M-V/def2-TZVPD
C -0.94 -0.62 -1.19
C 0.38 0.01 -1.22
C 0.15 -0.51 1.24
C 0.41 0.60 0.29
C -1.01 0.30 0.76
N -1.76 -0.30 -0.24
H -1.36 -1.25 -1.99
H 1.33 -0.58 -1.33
H 0.60 0.76 -2.01
H 0.04 -1.47 0.67
H 0.60 -0.49 2.27
H 0.94 1.54 0.52
H -1.78 1.19 1.56
```

For the molecular weight, the calculation gives 81.1 g mol⁻¹. As for the HOMO-LUMO gap: 10.443 eV.



Which of them is the least stable? Correct choice: (i).



(i)
Density functional theory data (ωB97M-V/def2-TZVPD) for one molecule with the formula C4H7FS.

Geometry as XYZ:
```
13
C4H7FS ωB97M-V/def2-TZVPD
F -3.01 -0.97 0.11
C -2.06 -0.13 -0.39
C -0.69 -0.32 0.24
C 0.26 0.46 -0.18
C 1.75 0.58 0.33
S 2.75 -0.92 -0.23
H -2.35 0.88 -0.15
H -2.10 -0.19 -1.48
H -0.64 -1.02 1.12
H 0.11 1.17 -0.99
H 2.14 1.37 -0.26
H 1.79 0.88 1.41
H 2.05 -1.80 0.48
```

The SMILES is FC/C=C/CS. For the molecular weight, the calculation gives 106.2 g mol⁻¹. As for the HOMO-LUMO gap: 10.080 eV.



(ii)
Density functional theory data (ωB97M-V/def2-TZVPD) for one molecule with the formula C4H7FS.

Geometry as XYZ:
```
13
C4H7FS ωB97M-V/def2-TZVPD
C -0.45 0.76 -1.14
C 0.70 0.58 -0.22
C 0.28 -0.14 1.04
F 1.40 -0.44 1.76
C -0.48 -1.37 0.64
S -0.36 -2.74 1.44
H -1.37 1.04 -0.52
H -0.55 0.01 -1.88
H -0.38 1.61 -1.78
H 1.46 -0.03 -0.70
H 1.15 1.49 -0.11
H -0.35 0.63 1.67
H -1.06 -1.40 -0.20
```

The SMILES is CC[C@H](F)C=S. For the molecular weight, the calculation gives 106.2 g mol⁻¹. As for the HOMO-LUMO gap: 8.470 eV.



(iii)
Density functional theory data (ωB97M-V/def2-TZVPD) for one molecule with the formula C4H7FS.

Geometry as XYZ:
```
13
C4H7FS ωB97M-V/def2-TZVPD
F -1.74 0.99 -0.53
C -0.41 1.00 -0.88
C 0.34 -0.08 -0.17
S 2.11 -0.15 -0.49
C -0.47 -1.33 0.03
C -0.18 -0.41 1.16
H 0.04 1.94 -0.57
H -0.34 0.96 -1.98
H 2.39 0.95 0.27
H 0.08 -2.24 0.08
H -1.43 -1.18 -0.39
H 0.54 -0.74 1.91
H -0.92 0.30 1.55
```

The SMILES is FCC1(S)CC1. For the molecular weight, the calculation gives 106.2 g mol⁻¹. As for the HOMO-LUMO gap: 10.233 eV.



Which of them is the least stable? Correct choice: (ii).



(i)
Density functional theory data (ωB97M-V/def2-TZVPD) for an isolated ion of composition C2H7N4O and charge +1.

Geometry as XYZ:
```
14
C2H7N4O ωB97M-V/def2-TZVPD
N 0.71 -1.44 -2.00
N 0.34 -0.52 -1.06
C -0.33 -0.80 0.04
C -0.31 0.32 0.91
N -1.16 0.93 1.88
O 0.32 1.33 0.14
N 1.00 0.73 -0.94
H 0.27 -1.35 -2.89
H 1.72 -1.27 -2.12
H -0.51 -1.80 0.15
H -1.70 0.37 2.51
H -1.74 1.68 1.40
H -0.70 1.28 2.69
H 2.09 0.52 -0.70
```

Its charge is +1. The SMILES is NN1C=C([NH3+])ON1. For the molecular weight, the calculation gives 103.1 g mol⁻¹. As for the HOMO-LUMO gap: 7.889 eV.



(ii)
Density functional theory data (ωB97M-V/def2-TZVPD) for an isolated ion of composition C2H7N4O and charge +1.

Geometry as XYZ:
```
14
C2H7N4O ωB97M-V/def2-TZVPD
N -1.50 0.93 1.37
N -0.87 -0.27 1.27
O -1.49 -1.32 0.43
C 0.45 -0.16 1.21
N 1.26 0.10 -0.30
C 1.31 0.02 -1.45
N 1.63 0.06 -2.71
H -2.32 0.87 1.93
H -1.92 1.27 0.49
H -2.39 -1.34 0.80
H 0.96 -1.17 1.41
H 0.90 0.73 1.80
H 2.11 -0.67 -3.21
H 1.87 0.95 -3.05
```

Its charge is +1. The SMILES is NN(O)CN=C=[NH2+]. For the molecular weight, the calculation gives 103.1 g mol⁻¹. As for the HOMO-LUMO gap: 10.864 eV.



(iii)
Density functional theory data (ωB97M-V/def2-TZVPD) for an isolated ion of composition C2H7N4O and charge +1.

Geometry as XYZ:
```
14
C2H7N4O ωB97M-V/def2-TZVPD
N -2.15 -0.57 -0.41
O -2.14 0.59 0.31
C -1.00 1.32 0.05
C 0.17 0.66 -0.25
N 1.41 1.23 0.12
N 0.06 -0.71 -0.45
N 0.72 -1.36 0.48
H -2.39 -0.41 -1.48
H -2.80 -1.34 -0.13
H -1.14 2.32 0.21
H 1.47 2.15 0.52
H 2.25 0.93 -0.59
H 1.34 -0.84 1.08
H 0.75 -2.41 0.33
```

Its charge is +1. The SMILES is NO/C=C(/N)N=[NH2+]. For the molecular weight, the calculation gives 103.1 g mol⁻¹. As for the HOMO-LUMO gap (spin up / spin down): 7.544 / 7.538 eV.



Which of them is the least stable? Correct choice: (i).



(i)
Density functional theory data (ωB97M-V/def2-TZVPD) for one molecule with the formula C2H5N3O.

Geometry as XYZ:
```
11
C2H5N3O ωB97M-V/def2-TZVPD
H 2.40 -0.15 0.55
N 1.56 -0.47 0.18
C 0.71 0.34 0.34
N 0.85 1.38 1.04
O -0.53 0.18 -0.17
N -0.41 -0.73 -1.07
C -1.57 -1.21 -1.29
H 0.07 1.97 1.34
H 1.39 1.25 2.02
H -2.02 -1.60 -2.39
H -2.46 -0.97 -0.55
```

The SMILES is [H]/N=C(\N)ON=C. For the molecular weight, the calculation gives 87.1 g mol⁻¹. As for the HOMO-LUMO gap: 10.267 eV.



(ii)
Density functional theory data (ωB97M-V/def2-TZVPD) for one molecule with the formula C2H5N3O.

Geometry as XYZ:
```
11
C2H5N3O ωB97M-V/def2-TZVPD
H -1.96 -1.68 -0.17
N -1.68 -0.74 -0.17
C -0.37 -0.85 0.14
N 0.36 0.28 0.07
N -0.64 1.43 -0.01
C 1.79 0.33 -0.02
O 2.46 -0.63 -0.11
H 0.14 -1.73 0.43
H -1.11 1.12 0.78
H -1.42 1.13 -0.75
H 2.43 1.33 -0.18
```

The SMILES is [H]/N=C/N(N)C=O. For the molecular weight, the calculation gives 87.1 g mol⁻¹. As for the HOMO-LUMO gap: 10.632 eV.



Which of them is the least stable? Correct choice: (i).